DFT (ωB97M-V/def2-TZVPD) results for a 2-piece molecular cluster, C5H14 overall at a distorted geometry.

The geometry in ORCA input format:
```
! RIJCOSX wB97M-V def2-TZVPD def2/J DEFGRID3
* xyz 0 1
C -1.150 -1.054 -1.348
C -1.473 -0.864 -2.900
H -1.929 -1.545 -0.907
H -0.201 -1.676 -1.295
H -1.023 -0.077 -0.938
H -2.179 -1.691 -3.182
H -0.635 -0.834 -3.599
H -2.207 0.064 -3.044
C 1.489 0.898 1.618
C 0.248 1.849 1.785
C 1.287 -0.677 1.325
H 2.079 1.303 0.828
H 2.044 0.934 2.536
H -0.597 1.406 2.293
H 0.728 -1.103 2.063
H 0.902 -0.661 0.353
H 0.000 2.267 0.772
H 0.404 2.822 2.317
H 2.213 -1.360 1.325
*
```

Properties
M	74.2	Da
SMILES	CCC.CC
frontier orbital gap	11.9	eV
relative energy (zero: lowest compared OMol25 entry of this formula, charge and spin)	130.9	kJ/mol

---

DFT (ωB97M-V/def2-TZVPD) results for a 2-piece molecular cluster, C5H14 overall at a distorted geometry.

The geometry in ORCA input format:
```
! RIJCOSX wB97M-V def2-TZVPD def2/J DEFGRID3
* xyz 0 1
C -0.055 1.267 -0.327
C -0.953 2.466 0.027
C 1.224 1.660 -1.027
H 0.370 0.780 0.603
H -0.739 0.495 -0.817
H -1.099 2.593 1.133
H 1.599 1.098 -1.894
H 1.358 2.675 -1.411
H -1.921 2.408 -0.427
H -0.415 3.360 -0.227
H 2.116 1.553 -0.397
C -0.609 -3.197 0.879
C 0.336 -2.071 0.423
H -0.539 -4.006 0.135
H -0.237 -3.623 1.805
H -1.663 -2.895 0.791
H -0.115 -1.570 -0.416
H 1.335 -2.422 0.125
H 0.374 -1.378 1.248
*
```

Properties
M	74.2	Da
SMILES	CCC.CC
frontier orbital gap	12.0	eV
relative energy (zero: lowest compared OMol25 entry of this formula, charge and spin)	89.5	kJ/mol

---

DFT (ωB97M-V/def2-TZVPD) results for a 2-piece molecular cluster, C5H14 overall at a distorted geometry.

The geometry in ORCA input format:
```
! RIJCOSX wB97M-V def2-TZVPD def2/J DEFGRID3
* xyz 0 1
C -2.101 -0.052 -0.058
C -2.047 0.039 -1.585
C -0.990 0.717 0.666
H -2.130 -1.067 0.340
H -3.069 0.362 0.219
H -2.871 0.629 -1.978
H -1.115 0.446 -1.978
H -1.310 1.412 1.443
H -2.146 -0.934 -2.071
H -0.562 1.452 -0.026
H -0.162 0.088 0.945
C 2.368 0.294 0.086
C 2.253 -1.034 0.893
H 1.413 0.456 -0.402
H 2.386 1.071 0.852
H 3.212 0.177 -0.583
H 1.389 -1.012 1.545
H 2.326 -1.868 0.198
H 3.155 -1.177 1.495
*
```

Properties
M	74.2	Da
SMILES	CCC.CC
frontier orbital gap	12.4	eV
relative energy (zero: lowest compared OMol25 entry of this formula, charge and spin)	64.4	kJ/mol